DFT (ωB97M-V/def2-TZVPD) results for a structure of composition C41H57BrHgI2N7O2PS2Sb at a distorted geometry.

Output
- Multiplicity: 2
- Total charge: -2
- <S²>: 0.76
- LUMO level (alpha / beta): 3.716 / 3.189 eV
- Gap between HOMO and LUMO (alpha / beta): 0.231 / 0.222 Eh

Geometry as XYZ:
```
115
Properties=species:S:1:pos:R:3:lowdin_spin:R:1
Hg -0.555 0.907 0.222 0.018
C -2.749 -5.251 -1.714 0.000
C -1.777 -4.681 -0.907 0.000
C -1.612 -3.303 -0.873 0.000
C -2.419 -2.482 -1.648 0.000
C -3.401 -3.053 -2.459 0.000
C -3.567 -4.429 -2.488 0.000
N -2.115 -1.078 -1.619 0.000
N -2.973 -0.366 -2.093 0.000
C -2.638 1.014 -2.216 0.001
C -3.362 1.632 -3.242 0.000
C -3.147 2.958 -3.560 0.000
C -2.224 3.681 -2.814 0.000
C -1.534 3.069 -1.774 0.000
C -1.724 1.734 -1.425 0.006
H -2.866 -6.329 -1.752 0.000
H -1.137 -5.314 -0.302 0.000
H -0.866 -2.836 -0.239 0.000
H -4.015 -2.399 -3.064 0.000
H -4.334 -4.866 -3.116 0.000
H -4.057 1.025 -3.813 0.000
H -3.688 3.423 -4.375 0.000
H -2.050 4.730 -3.027 0.000
H -0.821 3.668 -1.216 -0.001
I 0.900 3.458 0.984 0.415
I -0.655 5.870 2.455 0.525
C 1.571 -3.918 -0.736 0.000
Sb 1.151 -1.891 -1.510 0.000
C 3.242 -1.656 -1.980 0.000
C 0.671 -2.713 -3.459 0.000
H 2.366 -4.388 -1.326 0.000
H 0.668 -4.538 -0.796 0.000
H 1.892 -3.869 0.311 0.000
H 3.510 -2.308 -2.817 0.000
H 3.844 -1.915 -1.104 0.000
H 3.427 -0.609 -2.241 0.000
H 1.213 -3.652 -3.611 0.000
H 0.960 -1.990 -4.228 0.000
H -0.407 -2.901 -3.536 0.000
Br 5.661 -0.886 3.879 0.000
C 4.159 -0.568 2.751 0.000
C 3.020 -1.339 2.919 0.002
C 1.949 -1.074 2.080 0.000
N 1.972 -0.134 1.137 0.007
C 3.089 0.581 0.981 0.013
C 4.219 0.406 1.778 0.002
H 2.965 -2.114 3.671 0.000
H 1.019 -1.636 2.163 0.000
H 3.105 1.302 0.173 0.010
H 5.089 1.028 1.617 0.000
C -3.216 2.577 2.127 -0.001
C -3.613 1.353 2.985 0.000
C -4.545 0.497 2.102 0.000
C -4.383 1.821 4.220 0.000
P -2.068 0.277 3.282 0.000
N -1.226 -0.012 2.038 0.001
C -2.707 -1.390 4.007 0.000
C -1.447 -2.105 4.535 0.000
C -3.760 -1.358 5.117 0.000
C -3.228 -2.237 2.832 0.000
C -1.084 1.108 4.704 0.000
C 0.356 0.558 4.642 0.000
C -1.632 0.991 6.130 0.000
C -0.985 2.602 4.344 -0.002
H -4.098 2.947 1.592 0.000
H -2.475 2.308 1.376 0.000
H -2.812 3.401 2.711 -0.001
H -5.275 1.146 1.608 0.000
H -5.098 -0.242 2.686 0.000
H -3.978 -0.018 1.322 0.000
H -5.335 2.258 3.891 0.000
H -3.842 2.593 4.769 0.000
H -4.613 1.007 4.909 0.000
H -1.100 -1.687 5.480 0.000
H -0.640 -2.032 3.801 0.000
H -1.670 -3.166 4.702 0.000
H -3.487 -0.701 5.944 0.000
H -3.876 -2.372 5.522 0.000
H -4.737 -1.047 4.739 0.000
H -2.735 -1.927 1.914 0.000
H -4.307 -2.145 2.698 0.000
H -3.006 -3.301 2.994 0.000
H 0.495 -0.336 5.255 0.000
H 1.061 1.320 4.992 0.000
H 0.611 0.319 3.610 0.000
H -1.612 -0.032 6.512 0.000
H -2.655 1.374 6.211 0.000
H -0.998 1.597 6.791 0.000
H -0.730 2.741 3.291 -0.001
H -0.188 3.073 4.930 0.000
H -1.908 3.145 4.556 0.000
N 7.358 0.442 -7.080 0.000
C 6.592 0.978 -6.024 0.000
C 6.335 0.216 -4.882 0.000
C 5.622 0.757 -3.825 0.000
C 5.158 2.065 -3.896 0.000
C 5.416 2.832 -5.021 0.000
C 6.133 2.292 -6.081 0.000
S 4.208 2.727 -2.540 0.001
O 3.838 4.062 -2.947 0.000
O 5.052 2.578 -1.376 0.000
N 2.998 1.726 -2.354 0.002
C 2.008 1.536 -3.262 0.000
S 1.859 2.381 -4.836 0.000
C 0.469 1.429 -5.224 0.000
C 0.207 0.587 -4.207 0.000
N 1.048 0.637 -3.112 0.000
H 7.326 -0.562 -7.138 0.000
H 7.181 0.876 -7.971 0.000
H 6.687 -0.810 -4.835 0.000
H 5.409 0.165 -2.940 0.000
H 5.031 3.846 -5.056 0.000
H 6.324 2.887 -6.971 0.000
H -0.061 1.560 -6.158 0.000
H -0.620 -0.116 -4.178 0.000
```

---

DFT (ωB97M-V/def2-TZVPD) results for a cluster of 7 separate species, C41H57F9N7O2PS in total at a distorted geometry.

Output
- Total charge: 0
- LUMO level: -0.993 eV
- Gap between HOMO and LUMO: 0.252 Eh

Geometry as XYZ:
```
118
Properties=species:S:1:pos:R:3:mulliken_charge:R:1
C 2.625 -1.005 4.183 -0.944
P 2.336 0.489 3.060 0.282
C 2.153 2.039 4.175 -0.940
C 0.689 0.368 2.130 0.417
C -0.704 0.539 2.786 -0.677
C -2.066 0.468 1.998 0.472
C -3.373 0.719 2.851 0.907
F -3.109 0.333 4.216 -0.263
F -3.679 2.121 2.912 -0.319
C -4.663 -0.106 2.405 0.336
F -5.754 0.398 3.204 -0.315
F -5.066 0.137 1.054 -0.228
C -4.601 -1.685 2.672 0.560
F -3.313 -2.202 2.912 -0.262
F -5.059 -2.318 1.464 -0.313
C -5.558 -2.221 3.838 0.523
F -5.265 -3.617 3.976 -0.259
F -5.285 -1.664 5.112 -0.163
F -6.939 -2.177 3.509 -0.230
C -1.992 0.198 0.484 -0.421
C -0.612 0.018 -0.172 0.218
C 0.731 0.117 0.604 0.098
C 1.932 -0.083 -0.425 -0.333
O 3.136 0.211 -0.380 -0.533
N 1.248 -0.716 -1.585 0.076
C 1.077 -2.205 -1.533 0.048
C 2.324 -3.004 -0.922 -0.899
C 2.186 -3.202 0.698 -0.085
S 1.567 -4.928 1.132 -0.277
C -0.166 -0.244 -1.676 -0.230
O -0.790 -0.071 -2.750 -0.612
H 3.117 -1.853 3.592 0.251
H 3.371 -0.659 4.997 0.366
H 1.675 -1.328 4.735 0.289
H 3.169 2.488 4.464 0.359
H 1.549 2.832 3.605 0.211
H 1.578 1.778 5.128 0.316
H -0.709 0.729 3.922 0.401
H -2.937 0.146 -0.140 0.573
H 0.956 -2.568 -2.620 0.120
H 0.147 -2.529 -0.950 0.124
H 2.256 -4.085 -1.348 0.535
H 3.347 -2.614 -1.235 0.294
H 1.415 -2.482 1.150 0.024
H 3.212 -3.094 1.185 0.295
H 1.522 -4.897 2.535 0.140
C 1.746 3.833 0.314 -0.543
C 2.015 5.253 -0.172 -0.246
C 3.280 5.859 0.438 -0.457
C 3.148 5.923 1.933 0.229
N 3.042 5.973 3.107 -0.504
H 1.574 3.802 1.394 -0.017
H 0.851 3.430 -0.168 0.179
H 2.586 3.172 0.079 0.310
H 1.150 5.880 0.068 0.331
H 2.113 5.243 -1.261 0.066
H 3.438 6.869 0.051 0.368
H 4.156 5.257 0.182 0.310
C 7.095 -3.637 -3.424 -1.126
C 7.245 -5.047 -2.862 -0.425
C 5.956 -5.576 -2.229 -0.360
C 5.547 -4.690 -1.088 0.239
N 5.225 -3.994 -0.193 -0.454
H 6.857 -2.914 -2.639 0.343
H 8.029 -3.312 -3.890 0.330
H 6.306 -3.598 -4.180 0.295
H 8.051 -5.050 -2.121 0.290
H 7.549 -5.720 -3.669 0.312
H 6.110 -6.591 -1.855 0.313
H 5.150 -5.605 -2.967 0.260
C 0.272 -4.597 -6.561 -1.123
C -0.609 -5.565 -5.778 -0.429
C -0.908 -5.082 -4.357 -0.369
C 0.372 -4.934 -3.588 0.289
N 1.379 -4.817 -2.983 -0.563
H 1.255 -4.481 -6.096 0.339
H 0.435 -4.967 -7.576 0.334
H -0.195 -3.610 -6.630 0.292
H -0.117 -6.542 -5.742 0.287
H -1.552 -5.701 -6.315 0.314
H -1.551 -5.801 -3.843 0.324
H -1.426 -4.119 -4.380 0.267
C -3.424 3.395 -3.690 -1.036
C -4.333 2.440 -2.923 -0.420
C -4.626 2.914 -1.497 -0.441
C -3.345 3.021 -0.722 0.345
N -2.336 3.105 -0.115 -0.452
H -2.441 3.480 -3.220 0.242
H -3.266 3.032 -4.709 0.377
H -3.866 4.394 -3.750 0.318
H -3.865 1.451 -2.896 0.203
H -5.277 2.335 -3.465 0.369
H -5.290 2.206 -0.994 0.144
H -5.119 3.890 -1.510 0.437
C -4.072 2.508 9.523 -1.194
C -4.471 1.801 8.232 -0.481
C -3.462 0.734 7.802 0.188
C -2.122 1.366 7.560 0.254
N -1.068 1.863 7.369 -0.489
H -3.129 3.049 9.412 0.338
H -4.834 3.239 9.807 0.351
H -3.964 1.793 10.345 0.305
H -4.583 2.547 7.439 0.274
H -5.449 1.331 8.372 0.372
H -3.798 0.248 6.882 -0.221
H -3.362 -0.034 8.574 0.335
C 0.406 2.037 -5.146 -1.033
C -0.089 3.422 -5.553 -0.199
C 1.052 4.408 -5.818 -0.549
C 1.875 4.584 -4.575 0.258
N 2.520 4.723 -3.597 -0.483
H 0.966 2.068 -4.208 0.264
H -0.439 1.361 -4.996 0.277
H 1.051 1.609 -5.919 0.361
H -0.740 3.812 -4.764 0.048
H -0.698 3.330 -6.457 0.363
H 0.648 5.378 -6.119 0.309
H 1.695 4.044 -6.624 0.325
```

---

DFT (ωB97M-V/def2-TZVPD) results for a structure of composition C41H58AsN2PPdS2Si.

Output
- Multiplicity: 3
- Total charge: 0
- <S²>: 2.01
- LUMO level (alpha / beta): -0.057 / -0.489 eV
- Gap between HOMO and LUMO (alpha / beta): 0.229 / 0.236 Eh

Geometry as XYZ:
```
107
Properties=species:S:1:pos:R:3:lowdin_spin:R:1
Pd 0.552 -0.196 -0.443 1.099
C 2.662 6.651 0.519 0.000
C 1.827 6.384 -0.740 0.000
C 0.554 7.229 -0.671 0.000
C 2.625 6.803 -1.982 0.000
C 1.530 4.891 -0.814 -0.002
C 2.567 3.972 -0.962 0.001
C 2.280 2.623 -0.992 0.003
N 1.054 2.124 -0.892 0.053
C 0.045 2.989 -0.791 0.003
C 0.251 4.366 -0.738 0.002
C -1.319 2.405 -0.809 0.006
C -2.468 3.154 -0.613 0.002
C -3.722 2.550 -0.689 0.000
C -3.750 1.200 -1.008 0.001
C -2.552 0.524 -1.191 0.004
N -1.370 1.098 -1.064 0.059
C -4.981 3.380 -0.454 0.000
C -5.090 4.430 -1.569 0.000
C -6.243 2.518 -0.462 0.000
C -4.880 4.082 0.906 0.000
H 2.909 7.710 0.583 0.000
H 3.595 6.088 0.506 0.000
H 2.113 6.372 1.418 0.000
H 0.824 8.284 -0.646 0.000
H -0.025 7.018 0.226 0.000
H -0.084 7.072 -1.540 0.000
H 2.823 7.874 -1.948 0.000
H 2.070 6.588 -2.895 0.000
H 3.583 6.290 -2.041 0.000
H 3.595 4.289 -1.046 0.000
H 3.077 1.899 -1.100 0.001
H -0.596 5.023 -0.652 0.000
H -2.398 4.205 -0.381 0.000
H -4.671 0.648 -1.093 0.000
H -2.532 -0.527 -1.448 0.000
H -5.149 3.955 -2.548 0.000
H -4.232 5.100 -1.570 0.000
H -5.987 5.032 -1.426 0.000
H -6.403 2.044 -1.430 0.000
H -7.110 3.145 -0.254 0.000
H -6.202 1.738 0.299 0.000
H -4.046 4.780 0.942 0.000
H -4.750 3.358 1.709 0.000
H -5.792 4.647 1.099 0.000
C 2.778 -6.267 -2.251 0.000
Si 1.495 -5.764 -0.973 0.005
C 0.061 -6.971 -1.001 0.001
C 2.299 -5.805 0.723 0.001
C 0.885 -4.101 -1.388 0.027
C 0.549 -3.038 -1.892 0.018
H 2.996 -7.333 -2.194 0.000
H 3.713 -5.726 -2.091 0.000
H 2.431 -6.043 -3.258 0.000
H 0.392 -7.984 -0.772 0.000
H -0.420 -6.981 -1.977 0.000
H -0.687 -6.685 -0.264 0.000
H 2.632 -6.819 0.945 0.000
H 1.606 -5.496 1.504 0.000
H 3.166 -5.155 0.776 0.000
S -0.389 0.107 1.912 0.152
P -1.078 -1.573 0.994 0.187
S 0.130 -1.536 -2.505 0.124
C -2.910 -1.576 1.044 0.042
C -3.595 -0.968 2.090 0.010
C -4.978 -1.018 2.136 0.002
C -5.687 -1.675 1.140 0.002
C -5.008 -2.286 0.097 0.000
C -3.623 -2.236 0.051 0.007
C -0.762 -3.025 2.063 0.030
C -0.205 -2.924 3.329 0.011
C -0.069 -4.054 4.124 0.001
C -0.506 -5.286 3.667 0.007
C -1.070 -5.391 2.402 0.000
C -1.187 -4.270 1.602 0.010
H -3.038 -0.439 2.853 0.004
H -5.505 -0.542 2.952 0.001
H -6.766 -1.713 1.181 0.000
H -5.553 -2.798 -0.682 0.000
H -3.093 -2.706 -0.770 0.002
H 0.096 -1.954 3.700 0.003
H 0.367 -3.964 5.109 0.000
H -0.410 -6.164 4.292 0.000
H -1.409 -6.351 2.035 0.000
H -1.607 -4.362 0.608 0.002
C 4.603 1.034 1.135 0.002
C 4.682 0.199 -0.138 0.031
As 3.091 -0.914 -0.474 0.065
C 3.411 -2.359 0.794 0.004
C 2.928 -2.061 2.198 -0.001
C 3.604 -1.814 -2.133 0.007
C 5.048 -2.290 -2.217 0.003
H 5.388 1.791 1.154 0.000
H 4.731 0.413 2.018 0.000
H 3.644 1.543 1.235 0.001
H 5.527 -0.493 -0.098 0.004
H 4.836 0.832 -1.019 0.000
H 4.479 -2.595 0.787 0.002
H 2.873 -3.208 0.370 0.000
H 3.485 -1.246 2.659 0.000
H 3.035 -2.941 2.832 0.000
H 1.878 -1.768 2.194 -0.001
H 3.354 -1.135 -2.954 0.000
H 2.909 -2.654 -2.210 0.000
H 5.755 -1.463 -2.286 0.000
H 5.184 -2.908 -3.106 0.001
H 5.330 -2.899 -1.357 0.000
```

---

DFT (ωB97M-V/def2-TZVPD) results for a cluster of 12 separate species, C41H58O36 in total at a distorted geometry.

Output
- Total charge: 0
- LUMO level: 0.096 eV
- Gap between HOMO and LUMO: 0.378 Eh

Geometry as XYZ:
```
135
Properties=species:S:1:pos:R:3:mulliken_charge:R:1
C 0.472 -0.478 -4.470 -0.148
C 0.103 -0.015 -5.810 0.203
C 1.323 0.523 -6.710 0.262
O 1.223 -0.214 -7.936 -0.367
C 0.222 -1.045 -7.847 0.563
O -0.045 -1.766 -8.753 -0.609
O -0.387 -1.097 -6.696 -0.382
H 1.393 -1.071 -4.467 0.558
H -0.332 -0.954 -3.902 -0.211
H 0.628 0.486 -3.953 -0.310
H -0.740 0.669 -5.812 0.181
H 2.237 0.195 -6.230 -0.134
H 1.384 1.606 -6.904 0.304
C -1.322 2.558 -2.252 -0.819
C -0.774 3.707 -1.481 0.148
C -1.808 4.677 -0.942 -0.046
O -1.266 5.198 0.293 -0.356
C -0.355 4.267 0.658 -0.025
O 0.267 4.295 1.686 -0.457
O -0.161 3.306 -0.235 0.480
H -2.279 2.148 -1.962 0.198
H -0.574 1.765 -2.309 -0.466
H -1.433 2.896 -3.292 0.747
H -0.028 4.254 -2.060 0.387
H -2.722 4.150 -0.639 -0.141
H -2.089 5.494 -1.592 0.374
C 4.965 0.015 -3.999 -1.559
C 3.835 0.539 -3.273 1.116
C 4.149 1.212 -1.977 -0.262
O 3.151 2.262 -1.849 -0.148
C 2.646 2.518 -3.061 0.503
O 1.838 3.345 -3.369 -0.594
O 3.206 1.708 -3.965 -0.396
H 5.752 0.764 -4.066 0.427
H 4.759 -0.491 -4.945 0.373
H 5.444 -0.729 -3.356 0.309
H 3.018 -0.147 -3.092 -0.175
H 5.079 1.743 -2.156 0.640
H 4.235 0.578 -1.134 -0.132
C -6.383 -0.092 2.097 -1.702
C -5.210 0.779 1.899 0.770
C -4.294 0.368 0.720 0.774
O -4.074 1.618 0.008 0.001
C -4.764 2.567 0.538 0.483
O -4.828 3.720 0.100 -0.699
O -5.459 2.213 1.606 -0.432
H -6.951 -0.293 1.201 0.424
H -7.039 0.353 2.844 0.442
H -6.021 -1.007 2.549 0.342
H -4.701 0.881 2.855 0.081
H -4.869 -0.309 0.046 0.213
H -3.345 -0.098 0.946 -0.663
C 3.072 3.500 3.615 -1.478
C 3.149 2.256 2.798 2.141
C 3.740 2.542 1.478 -0.542
O 4.414 1.299 1.163 -0.142
C 4.587 0.633 2.324 0.214
O 5.140 -0.443 2.346 -0.558
O 4.010 1.217 3.375 -0.401
H 4.077 3.855 3.881 0.412
H 2.365 3.428 4.458 0.085
H 2.725 4.254 2.916 0.391
H 2.183 1.732 2.722 -0.764
H 4.478 3.366 1.488 0.387
H 3.035 2.736 0.639 0.219
O -3.147 1.613 -5.027 -0.557
C -3.486 0.555 -4.608 0.214
O -4.625 -0.075 -5.036 -0.390
C -4.458 -1.449 -4.604 -0.605
C -3.542 -1.336 -3.409 0.440
O -2.810 -0.102 -3.644 0.273
H -5.412 -1.907 -4.397 0.360
H -3.921 -1.895 -5.454 0.343
H -2.876 -2.186 -3.276 0.157
H -4.141 -1.205 -2.489 -0.212
O -0.908 -3.593 5.998 -0.574
C -1.249 -2.731 5.269 0.544
O -1.413 -1.448 5.640 -0.470
C -1.446 -0.616 4.421 0.125
C -1.856 -1.608 3.357 1.139
O -1.433 -2.905 3.941 -0.297
H -2.105 0.221 4.535 0.175
H -0.445 -0.228 4.318 -0.090
H -1.422 -1.499 2.370 -0.719
H -2.958 -1.608 3.243 0.239
O 3.525 -1.542 -0.571 -0.299
C 4.450 -2.096 -0.021 0.339
O 4.217 -3.122 0.820 -0.214
C 5.451 -3.333 1.500 -0.402
C 6.472 -2.629 0.645 -0.455
O 5.721 -1.731 -0.189 -0.255
H 5.442 -2.820 2.472 0.220
H 5.588 -4.405 1.616 0.478
H 6.964 -3.346 -0.015 0.305
H 7.246 -2.055 1.123 0.291
O 1.495 -1.166 2.970 -0.605
C 1.480 -2.380 2.891 0.569
O 0.805 -3.002 1.948 -0.043
C 0.839 -4.427 2.202 -0.362
C 2.024 -4.521 3.164 -0.418
O 2.110 -3.171 3.756 -0.431
H -0.136 -4.806 2.517 0.352
H 1.135 -4.959 1.290 0.377
H 2.994 -4.789 2.713 0.053
H 1.786 -5.258 3.922 0.430
O -1.406 -6.893 0.984 -0.535
C -2.083 -5.981 0.680 0.607
O -2.319 -4.926 1.482 -0.306
C -2.899 -3.908 0.594 0.689
C -3.488 -4.654 -0.570 -0.083
O -2.729 -5.917 -0.487 -0.370
H -3.591 -3.351 1.235 0.133
H -2.187 -3.178 0.263 -0.646
H -3.203 -4.170 -1.488 0.146
H -4.576 -4.901 -0.463 0.252
O -1.537 -1.639 -1.359 -0.682
C -0.752 -0.963 -0.712 -0.274
O -0.997 -0.600 0.543 0.402
C -0.056 0.553 0.839 0.709
C 1.072 0.285 -0.100 1.870
O 0.433 -0.549 -1.095 -0.153
H -0.646 1.407 0.532 -0.283
H 0.262 0.540 1.886 -0.259
H 1.853 -0.321 0.403 -0.719
H 1.458 1.172 -0.589 -0.602
O -2.395 1.945 2.933 -0.058
C -1.895 2.809 3.568 0.351
O -2.171 4.080 3.540 -0.346
C -1.231 4.734 4.457 -0.262
C -0.712 3.601 5.275 -0.336
O -0.990 2.510 4.465 -0.259
H -0.473 5.286 3.901 0.125
H -1.815 5.464 4.986 0.385
H -1.303 3.580 6.200 0.249
H 0.373 3.597 5.450 0.191
```

---

Calculated total energy values (in eV) by entry order: -185883.97713, -102540.43386, -149595.83090, -117169.63282.